{
  "formula": "C15H29NO2",
  "method": "wB97M-V/def2-TZVPD",
  "smiles": "COCCCCCCCCCC[C@@H]1CCC(=O)N1",
  "relative_energy_ev": 0.000,
  "homo_ev": -9.68,
  "homo_lumo_gap_ev": 10.5,
  "elements": ["C", "C", "C", "H", "C", "C", "H", "H", "H", "H", "C", "H", "H", "H", "C", "C", "H", "O", "H", "C", "H", "H", "H", "H", "C", "H", "N", "H", "H", "H", "C", "H", "C", "H", "H", "H", "H", "C", "H", "H", "H", "H", "C", "H", "C", "H", "O"],
  "positions_angstrom": [[-7.347, -0.379, -0.496], [-4.982, -0.495, -0.410], [4.856, -0.432, -0.724], [-3.651, 0.992, -1.199], [-2.905, 0.524, 0.729], [8.081, -1.338, 0.753], [-3.508, 1.264, 1.245], [8.688, -0.602, 0.224], [-0.826, -0.774, 1.313], [-1.325, 0.936, -0.637], [3.917, 0.669, -0.161], [2.469, -0.247, -1.418], [4.776, -0.345, -1.805], [8.593, -2.290, 0.817], [0.992, 0.154, 0.694], [1.390, 1.213, -0.335], [-5.061, -1.682, 1.169], [-7.423, -1.967, 1.321], [1.574, 2.194, 0.102], [-1.464, 1.042, 0.430], [0.657, 1.341, -1.127], [-8.019, 0.400, -0.154], [4.482, 1.600, -0.187], [-1.452, 2.077, 0.753], [-0.446, 0.246, 1.262], [3.687, 0.375, 0.858], [-5.478, -0.776, 0.948], [4.486, -1.409, -0.432], [-4.950, -1.442, -0.971], [-5.952, 0.418, -2.119], [6.318, -0.251, -0.298], [-7.801, -0.957, -1.292], [-6.089, 0.335, -1.049], [1.230, -0.832, 0.311], [7.932, -1.000, 1.783], [-0.461, 0.601, 2.286], [-2.888, -0.363, 1.360], [2.687, 0.759, -1.065], [-6.045, 1.329, -0.606], [6.890, 0.068, -1.174], [1.663, 0.291, 1.539], [-2.907, -0.611, -1.080], [-3.571, 0.092, -0.589], [2.846, 1.432, -1.901], [-6.836, -1.172, 0.716], [6.355, 0.515, 0.482], [6.820, -1.501, 0.134]],
  "forces_ev_per_angstrom": [[0.6930, 1.1545, -0.6198], [0.6731, 0.0056, -1.4830], [-0.0641, 0.9475, 0.0174], [0.0597, -0.0786, -0.3229], [0.2425, -0.2964, -0.7068], [-0.3700, 0.0480, 0.4227], [-0.1208, 0.0924, 0.0200], [0.1846, -0.0503, -0.0906], [-0.0137, -0.1744, 0.0934], [0.3769, 0.2176, -0.1448], [0.6946, -0.7997, -0.9816], [0.0502, -0.0885, -0.4366], [0.1319, -0.2912, -0.2289], [0.0246, -0.1986, -0.2750], [-0.0982, 1.1383, 0.6857], [0.9959, -0.4592, -0.6633], [0.2639, 0.4635, 1.0175], [-1.8892, -2.6779, 2.2189], [-0.2147, 0.0641, 0.2429], [-1.0254, -0.6561, 1.3239], [-0.3213, 0.0071, 0.1048], [-0.5661, -0.2566, 0.0840], [-0.1778, 0.2412, 0.3106], [0.3376, 0.3599, -0.4806], [0.0700, -0.5017, -0.9824], [-0.1804, 0.3687, 0.2258], [-0.0763, -1.5896, -0.8523], [0.0716, -0.2003, 0.0406], [-0.2099, -0.0809, 0.0799], [-0.2916, -0.1291, -0.1980], [-0.9204, -0.5954, -0.4466], [-0.3373, -0.4751, 0.3614], [0.0769, -0.2502, 1.3288], [-0.2767, -0.2220, -0.2469], [0.0997, 0.2228, 0.0599], [0.1041, 0.2211, 0.1640], [0.1774, 0.0699, 0.3100], [-0.8892, 0.2297, 1.2693], [0.1045, 0.2376, -0.1431], [0.2515, 0.3028, 0.1448], [0.1717, -0.1584, 0.1292], [0.0160, -0.1478, -0.1765], [-0.4327, 0.8357, 1.2755], [0.3021, -0.0988, -0.2495], [1.6084, 3.2125, -2.5095], [0.3274, -0.0835, 0.1829], [0.3659, 0.1200, 0.1250]],
  "mulliken_charge": [-0.47, 0.33, -0.69, 0.30, -0.50, -0.72, 0.33, 0.31, 0.36, 0.38, -0.37, 0.40, 0.33, 0.26, -0.77, -0.31, 0.30, -0.51, 0.25, -0.54, 0.34, 0.28, 0.40, 0.24, -0.75, 0.23, -0.42, 0.31, 0.24, 0.43, -0.57, 0.29, -0.93, 0.39, 0.27, 0.34, 0.30, -1.01, 0.31, 0.30, 0.20, 0.37, -0.93, 0.39, 0.26, 0.40, -0.34]
}

***

{
  "formula": "C4H13NO2",
  "method": "wB97M-V/def2-TZVPD",
  "relative_energy_ev": 3.084,
  "homo_ev": [-13.46, -13.44],
  "spin_multiplicity": 2,
  "total_charge": 1,
  "homo_lumo_gap_ev": [7.9, 4.4],
  "elements": ["H", "C", "H", "H", "C", "N", "C", "H", "O", "H", "H", "O", "H", "H", "H", "C", "H", "H", "H", "H"],
  "positions_angstrom": [[-1.507, 0.459, -2.009], [-0.460, 1.839, -0.751], [-0.067, -0.728, 0.002], [-0.578, -5.673, 1.212], [0.135, 1.314, -3.228], [-0.060, -0.081, 0.799], [-0.893, 1.133, 0.494], [-0.828, 1.745, 1.410], [3.094, 0.775, 3.416], [-0.321, 1.230, -4.226], [-2.016, -6.073, 0.843], [-1.250, -5.589, 0.526], [3.703, 0.055, 3.618], [3.682, 1.479, 3.129], [1.039, 1.913, -3.146], [-0.592, 1.027, -2.075], [-1.072, 2.694, -1.113], [0.562, 2.238, -0.747], [-0.631, -0.598, 1.459], [-1.939, 0.843, 0.388]],
  "forces_ev_per_angstrom": [[0.0198, -0.8214, -0.7570], [1.7032, -0.6927, -2.8683], [0.1488, 0.3407, 0.0438], [-0.1704, -0.0946, -0.0636], [-0.3842, 0.8187, -0.5614], [-0.7574, 0.4095, -0.9437], [-0.2311, -1.2462, 1.0562], [0.0192, 0.1980, -0.7349], [0.2016, -0.1229, -0.0621], [0.2871, -0.3735, 0.4616], [-0.0070, -0.0905, 0.0914], [0.1827, 0.2160, -0.0265], [-0.1708, -0.0195, 0.0541], [-0.0276, 0.1573, 0.0093], [0.1758, -0.4106, -0.0257], [-0.6972, 1.4648, 2.9209], [-0.2743, 0.1120, 0.6137], [-0.0629, 0.0216, 0.3706], [0.3475, -0.0285, 0.5023], [-0.3026, 0.1617, -0.0806]],
  "mulliken_charge": [0.40, -0.50, 0.23, 0.33, -0.52, -0.58, -0.61, 0.35, -0.64, 0.32, 0.33, -0.65, 0.32, 0.32, 0.33, 0.14, 0.42, 0.41, 0.27, 0.35]
}

***

{
  "formula": "C19H22N2O",
  "method": "wB97M-V/def2-TZVPD",
  "smiles": "CCCCCCCOc1ccc(-c2ccc(C#N)cn2)cc1",
  "relative_energy_ev": 2.098,
  "homo_ev": -8.42,
  "homo_lumo_gap_ev": 8.3,
  "elements": ["C", "N", "H", "H", "C", "H", "H", "H", "H", "C", "H", "C", "H", "H", "H", "C", "C", "C", "C", "H", "H", "N", "C", "H", "O", "C", "H", "C", "C", "H", "C", "C", "C", "C", "H", "H", "H", "C", "H", "C", "C", "H", "H", "H"],
  "positions_angstrom": [[1.996, 1.207, 0.816], [4.566, 0.230, 1.028], [-5.190, 0.919, -0.611], [4.476, 0.308, -2.327], [8.068, -0.590, 0.359], [2.345, 0.007, -2.327], [-3.583, 0.409, -1.114], [-0.033, 0.597, -2.381], [-3.439, -1.815, -1.326], [6.717, -0.268, 0.125], [-1.800, 3.058, 0.881], [4.065, 0.345, -0.206], [-3.716, 2.819, -0.642], [-3.997, -3.908, 0.828], [6.175, -0.145, 2.215], [-3.005, -1.307, 0.726], [-0.084, 1.322, -0.377], [-4.238, -3.382, -0.093], [-4.164, -0.313, 0.840], [6.863, -0.266, -2.023], [-2.223, -2.832, -0.561], [9.168, -0.852, 0.557], [-3.613, 2.110, 0.182], [2.571, 1.370, 1.714], [-1.398, 1.599, -0.528], [-3.179, -2.329, -0.399], [-2.903, -1.846, 1.672], [-4.169, 0.756, -0.263], [2.643, 0.669, -0.296], [-4.121, 0.178, 1.815], [0.554, 0.770, -1.493], [4.879, 0.178, -1.336], [6.211, -0.132, -1.171], [0.657, 1.536, 0.783], [-2.007, 1.377, 1.436], [-5.222, -2.932, 0.017], [0.199, 1.963, 1.662], [5.833, -0.064, 1.191], [-2.075, -0.764, 0.555], [1.891, 0.452, -1.454], [-2.142, 2.056, 0.585], [-4.184, 2.489, 1.032], [-5.102, -0.869, 0.810], [-4.290, -4.111, -0.900]],
  "forces_ev_per_angstrom": [[0.2218, -0.1088, -0.2518], [-0.3998, 0.0618, 0.0808], [0.0305, -0.0134, -0.0913], [-0.0348, 0.0168, -0.0707], [0.5816, -0.1350, 0.1338], [0.0443, -0.0393, -0.0922], [-0.0665, -0.0250, -0.1147], [-0.0679, -0.0314, -0.1014], [0.0812, 0.0165, -0.0965], [-1.0680, 0.2630, -0.2039], [0.0284, -0.1606, -0.0009], [0.5543, -0.1233, -0.1723], [-0.0157, 0.1112, 0.0500], [-0.0155, -0.0829, 0.0993], [0.1358, -0.0328, 0.0238], [-0.1071, -0.0132, -0.0831], [0.3415, -0.1304, -0.0805], [0.1375, 0.1391, -0.1263], [0.1574, -0.0447, -0.1255], [0.0187, -0.0010, -0.0279], [0.0002, 0.0413, -0.0963], [0.3026, -0.0728, 0.0416], [0.3761, -0.2390, -0.1766], [0.0064, 0.0144, 0.0696], [0.0094, -0.0800, -0.1997], [0.0132, -0.0324, 0.2174], [0.0893, -0.0194, 0.0312], [-0.1016, 0.1056, 0.1887], [-0.5310, 0.1618, 0.0821], [-0.0826, 0.0048, 0.0696], [-0.2558, 0.1092, 0.0568], [-0.0723, 0.0127, 0.1667], [0.0387, -0.0396, 0.2656], [-0.4195, 0.1008, -0.0085], [0.0616, 0.0290, -0.0455], [-0.1439, -0.0212, 0.0337], [-0.0611, 0.0354, 0.0541], [0.5390, -0.1133, -0.1621], [0.0873, 0.0579, 0.0793], [0.0843, 0.0517, 0.2001], [-0.3612, 0.2675, 0.2983], [-0.0018, 0.0539, 0.0186], [-0.0574, 0.0076, 0.0973], [-0.0777, -0.1025, -0.0305]],
  "mulliken_charge": [-0.77, -0.48, 0.32, 0.29, 0.06, 0.26, 0.33, 0.45, 0.26, 0.27, 0.48, 0.57, 0.39, 0.31, 0.44, -0.22, 0.70, -1.29, -0.72, 0.47, 0.37, -0.50, -1.14, 0.43, -0.33, -0.46, 0.39, -0.55, 0.72, 0.43, -0.65, -0.56, -0.48, -0.31, 0.39, 0.31, 0.40, -0.29, -0.05, -0.77, -0.59, 0.43, 0.31, 0.38]
}